Entry from the OMol25 dataset: a structure of composition C5H10N2 (ωB97M-V/def2-TZVPD).

Calculated values
charge = 0
orbital gap = 8.676 eV
total energy = -305.82813 a.u.
ΔE to the lowest compared entry with this formula, charge and spin = 122.82 kcal per mole

```
17
Properties=species:S:1:pos:R:3:forces:R:3:nbo_charge:R:1
C -0.924168 0.600598 -0.048051 -3.96 -4.88 3.35 -0.07
C 0.199638 0.523787 -0.898344 5.38 2.43 -1.17 -0.24
C 1.117123 -0.816113 -0.871419 -4.65 1.78 1.25 -0.23
C 0.221511 0.060352 1.119886 -3.92 3.79 0.58 -0.05
C 0.959776 1.167026 0.330016 2.36 -1.72 -0.16 -0.41
H -1.815014 -1.148551 0.170188 1.65 -3.54 0.71 0.35
H -2.851636 -0.154939 0.453348 1.35 0.54 -1.92 0.33
H -1.411133 1.506012 0.191453 0.45 1.48 -0.02 0.21
H 0.255316 1.134062 -1.783391 -0.09 -0.15 -0.71 0.21
H 0.536940 -1.350909 -1.616612 1.25 -1.37 -0.11 0.22
H 2.160433 -0.570857 -0.902541 0.28 -0.22 -0.78 0.21
H 1.217961 -1.659711 1.398727 -1.65 1.75 -4.49 0.36
H -0.145717 -0.233783 2.220221 1.19 1.64 -2.21 0.22
H 0.842700 2.168848 0.416924 -1.40 3.03 0.91 0.21
H 2.042201 1.101487 0.221338 0.37 -0.44 0.28 0.18
N -2.074191 -0.352640 -0.285215 -2.10 3.20 0.91 -0.82
N 0.606286 -1.076726 0.490617 3.49 -7.32 3.59 -0.67
```
Positions in Å, forces in eV/Å.